12
Properties=species:S:1:pos:R:3:forces:R:3:lowdin_charge:R:1 method="wB97M-V/def2-TZVPD" e_tot_ev=-9810.9064 total_charge=0 homo_lumo_gap_ev=10.60 homo_ev=-9.57
C 2.281020 -0.028420 0.064927 0.544 1.464 1.700 0.040
C 1.081120 -0.225211 -0.393646 -0.631 -1.469 -1.538 -0.142
C -0.192704 -0.180134 0.292309 -0.617 -0.869 2.287 -0.378
O -0.886743 0.974080 -0.148973 -0.818 0.316 0.424 0.019
C -2.193547 0.594284 -0.102717 1.538 -3.556 0.320 -0.155
N -2.389319 -0.692263 -0.020298 0.727 1.781 -0.309 0.110
O -1.060093 -1.274291 -0.077676 -0.394 1.343 0.219 -0.078
H 3.075941 -0.003454 -0.666047 0.446 -0.193 0.474 0.065
H 2.390357 0.337082 1.132217 0.320 -0.622 -1.417 0.097
H 0.909567 -0.581433 -1.399605 0.315 0.231 -0.462 0.122
H -0.071697 -0.236438 1.449389 -0.378 0.601 -1.588 0.185
H -2.943899 1.316193 -0.129884 -1.054 0.973 -0.111 0.117

10
Properties=species:S:1:pos:R:3:forces:R:3:lowdin_charge:R:1 method="wB97M-V/def2-TZVPD" e_tot_ev=-17010.8269 total_charge=0 homo_lumo_gap_ev=10.33 homo_ev=-10.11
C 0.704263 -0.609769 -1.081989 -1.671 1.004 -0.571 -0.290
C 1.549031 -0.915740 -0.200402 2.129 -2.421 2.227 0.046
N -0.406276 1.343992 1.065157 -0.230 0.691 -0.960 -0.196
O -0.244322 -0.137624 -1.586286 0.349 -0.122 -1.326 0.038
O -2.057729 -0.652814 0.252116 0.022 0.674 -0.264 -0.376
P -1.350900 0.634704 0.091867 -1.191 -0.315 1.118 0.548
H 2.348746 -0.248384 0.060643 0.191 0.187 -0.128 0.087
H 1.490797 -1.907462 0.314622 0.028 1.009 -0.694 0.117
H -1.832970 1.539489 -0.880351 0.200 -0.296 0.414 0.040
H -0.200639 0.953609 1.964620 0.173 -0.412 0.184 -0.013

60
Properties=species:S:1:pos:R:3:forces:R:3:lowdin_charge:R:1 method="wB97M-V/def2-TZVPD" e_tot_ev=-43185.2769 total_charge=0 homo_lumo_gap_ev=9.59 homo_ev=-9.37
N -1.699129 -3.034769 2.834356 -0.280 0.330 0.203 0.161
C -0.566135 -2.443535 3.313636 0.579 -0.959 -0.243 -0.703
N -0.614507 -1.093086 3.495753 -0.359 -0.647 -0.137 0.163
O 0.458609 -3.099623 3.480877 -0.139 0.420 -0.002 0.006
H -1.645021 -3.998686 2.562878 0.088 0.012 -0.004 0.101
H -2.601213 -2.598047 2.875747 0.018 0.036 -0.092 0.095
H 0.198238 -0.666051 3.899606 -0.183 0.335 0.007 0.112
H -1.468908 -0.629263 3.250980 0.203 0.536 0.178 0.083
N 1.940487 -4.226377 -1.619402 -0.360 0.292 -0.193 0.157
C 2.648715 -3.367870 -2.431446 0.798 -1.255 0.513 -0.693
N 3.701513 -2.802478 -1.744179 -0.882 0.231 -0.748 0.144
O 2.438577 -3.202648 -3.614911 -0.270 0.401 0.074 0.036
H 2.314794 -4.475875 -0.721974 -0.126 -0.119 0.029 0.098
H 1.317343 -4.884825 -2.050437 -0.097 0.113 -0.044 0.103
H 4.336435 -2.273393 -2.312639 0.328 0.039 0.408 0.109
H 3.845794 -3.081980 -0.793650 0.552 0.366 0.036 0.096
N 1.845211 -0.084757 -1.195295 0.434 1.173 0.879 0.171
C 1.568219 -0.185054 0.143816 -1.911 -1.349 -0.662 -0.618
N 1.125269 -1.434147 0.477598 0.510 -0.188 0.185 0.196
O 1.468532 0.783382 0.891992 0.499 0.212 -0.052 0.017
H 2.146308 -0.844195 -1.775012 0.043 -0.079 0.023 0.077
H 1.930694 0.885994 -1.466600 0.496 -0.260 -0.589 0.066
H 0.654236 -1.636845 1.342317 0.304 0.230 0.252 0.073
H 1.069223 -2.149296 -0.229109 -0.051 -0.013 0.022 0.064
N -0.396373 2.321186 2.586208 0.070 0.305 0.227 0.157
C -0.828112 3.450738 3.218031 0.031 0.230 0.201 -0.669
N -2.189531 3.475084 3.447333 0.309 -0.482 -0.183 0.147
O -0.073941 4.343788 3.555000 -0.162 -0.042 0.148 0.035
H -0.985494 1.521246 2.455309 0.115 -0.112 -0.063 0.067
H 0.598047 2.245132 2.474058 0.002 -0.257 -0.169 0.083
H -2.752048 2.896482 2.848184 -0.332 0.192 0.227 0.074
H -2.577754 4.262299 3.928730 -0.050 0.138 -0.193 0.096
N -1.393046 -1.829923 -1.493851 -0.423 -1.038 -0.031 0.158
C -1.504956 -3.188995 -1.363197 0.124 0.596 -0.334 -0.682
N -1.906316 -3.808403 -2.521876 -0.127 -0.572 0.064 0.146
O -1.278095 -3.801724 -0.334866 0.137 -0.086 0.060 0.009
H -1.017820 -1.265060 -0.753488 0.015 0.188 -0.094 0.057
H -1.622952 -1.434510 -2.385249 0.215 0.512 0.179 0.094
H -1.849871 -4.810436 -2.535866 -0.102 0.006 0.065 0.097
H -2.013802 -3.348145 -3.405727 0.142 0.150 0.058 0.091
O -3.011817 0.383879 0.741209 -0.062 0.272 -0.568 -0.076
C -3.003874 1.544359 -0.110275 -0.364 -0.054 0.345 -0.227
C -1.622254 1.915472 -0.542374 1.092 0.106 0.513 -0.224
O -1.019631 0.809403 -1.232990 -0.516 0.829 -0.028 -0.095
H -2.980182 -0.351290 0.120441 0.165 -0.350 0.247 0.061
H -3.640766 1.395882 -0.989584 -0.016 -0.179 0.072 0.123
H -3.465631 2.339259 0.477942 0.159 0.177 -0.101 0.113
H -0.971014 2.144793 0.309552 -0.399 -0.073 0.094 0.087
H -1.606278 2.849792 -1.116015 -0.305 -0.215 -0.403 0.123
H -0.113165 1.105840 -1.377074 0.070 -0.206 -0.295 0.032
O 1.223392 2.402624 -2.360288 -0.106 0.060 -0.135 -0.112
C 1.412431 3.817225 -2.139354 0.581 -0.738 -0.036 -0.190
C 2.199222 3.944597 -0.856895 -0.426 -0.073 0.361 -0.236
O 1.353089 3.575517 0.217554 0.067 0.320 0.090 -0.075
H 1.207048 2.208579 -3.301331 -0.116 0.093 -0.019 0.105
H 1.958006 4.223236 -2.993937 -0.154 0.259 0.051 0.122
H 0.438002 4.278026 -1.979717 0.038 0.212 -0.231 0.119
H 2.508431 4.987734 -0.749469 -0.083 -0.025 0.255 0.122
H 3.096534 3.319387 -0.835869 0.057 0.047 -0.376 0.127
H 1.417237 2.620352 0.384840 0.162 -0.045 -0.040 0.027

20
Properties=species:S:1:pos:R:3:forces:R:3:lowdin_charge:R:1 method="wB97M-V/def2-TZVPD" e_tot_ev=-51885.8448 total_charge=0 homo_lumo_gap_ev=8.93 homo_ev=-9.48
C -0.305260 1.997322 2.576792 0.170 0.143 -0.074 -0.595
C -2.589364 2.981988 -0.322968 -0.849 1.973 1.768 -0.702
C -1.959942 2.389428 0.673787 1.183 -2.929 -1.697 -0.383
C -2.715256 2.362720 -1.585888 0.269 0.828 -3.773 -0.483
C -0.424433 -0.889329 0.917305 2.887 -2.959 2.683 -0.176
C 0.683708 -0.085547 0.225208 3.114 -2.029 0.061 -0.151
C -2.213898 0.935537 -1.535376 0.839 -0.674 0.430 -0.472
C -1.309602 0.699627 -0.255295 -2.410 3.884 -0.338 -0.401
N 0.677550 1.434118 2.749399 0.492 -0.360 0.457 0.132
O -3.010230 2.962058 -2.640183 0.430 -1.968 2.604 0.064
O -1.599811 -0.368921 0.500859 -1.198 1.634 -1.105 -0.035
O 0.000493 0.883336 -0.517787 -0.702 0.276 0.498 0.031
S -1.638521 2.957326 2.265540 -0.777 0.517 -0.181 1.022
Cl -3.281275 4.563536 -0.246534 -0.073 0.390 0.330 0.727
Cl -3.603243 -0.150625 -1.307970 -0.217 0.122 -0.778 0.744
H -0.486458 -1.993244 0.754541 0.536 0.769 -0.451 0.145
H -0.257482 -0.842200 2.037596 -0.547 0.432 -1.099 0.129
H 1.506789 0.203058 0.932020 -1.483 0.929 -0.217 0.116
H 1.360581 -0.589685 -0.494875 -1.013 -0.570 -0.031 0.133
H -1.631553 0.777962 -2.481385 -0.651 -0.410 0.912 0.153